This record from OMol25 describes 12 unconnected molecules or ions with the total composition C63H156N12O12. The level of theory is ωB97M-V with the def2-TZVPD basis set.

Output
Kohn-Sham gap ... 8.139 eV
Molecular weight ... 1274.013 g mol⁻¹
Total energy ... -4053.4128 Eh
Relative energy (zero: lowest compared OMol25 entry of this formula, charge and spin) ... 4.523 eV
E_LUMO ... 0.60 eV
SMILES ... CC1(C)CCCC(C)(C)N1O.CC1(C)CCCC(C)(C)N1O.CC1(C)CCCC(C)(C)N1O.COC[C@H](C)N.COC[C@H](C)N.COC[C@H](C)N.COC[C@H](C)N.COC[C@H](C)N.COC[C@H](C)N.COC[C@H](C)N.COC[C@H](C)N.COC[C@H](C)N

Each line ends with the Mulliken charge.
Atoms and positions in Å:
C (-0.9588, 5.0469, -3.8809)  -1.736
C (0.5032, 5.2519, -4.4319)  1.320
C (0.5130, 5.2466, -5.9626)  -1.200
C (0.9530, 6.7088, -4.0138)  -1.270
C (1.4266, 6.7495, -2.5253)  -0.690
C (2.4593, 5.6876, -2.1777)  -1.014
C (1.8927, 4.2433, -2.5141)  1.413
C (3.2238, 3.3762, -2.4687)  -1.817
C (1.0198, 3.6315, -1.3637)  0.115
N (1.3390, 4.2448, -3.8431)  0.495
O (0.9608, 2.9205, -4.1739)  -0.035
H (-1.6401, 5.7693, -4.3304)  0.517
H (-1.2824, 4.0299, -4.1026)  0.249
H (-1.1807, 5.2139, -2.8269)  0.294
H (1.3939, 5.7541, -6.3558)  0.427
H (0.6090, 4.2050, -6.2689)  -0.085
H (-0.3903, 5.6668, -6.4049)  0.349
H (1.6829, 7.0705, -4.7380)  0.449
H (0.1488, 7.4335, -4.1406)  0.361
H (1.8927, 7.7241, -2.3801)  0.458
H (0.6276, 6.5140, -1.8223)  0.250
H (2.6286, 5.6777, -1.1010)  0.258
H (3.4421, 5.8532, -2.6191)  0.445
H (3.0155, 2.3074, -2.5178)  -0.418
H (3.8306, 3.6179, -1.5961)  0.618
H (3.8743, 3.6007, -3.3140)  0.582
H (0.6889, 2.6744, -1.7670)  0.032
H (0.1980, 4.2891, -1.0799)  0.099
H (1.7074, 3.4301, -0.5423)  -0.573
H (1.7233, 2.6443, -4.6877)  0.158
C (-4.3571, -2.5001, 2.5494)  -1.597
C (-3.8892, -3.8114, 3.1714)  1.951
C (-2.4801, -3.5420, 3.7455)  -0.963
C (-4.8498, -4.0345, 4.4134)  -1.526
C (-6.3304, -4.4010, 3.9364)  -0.616
C (-6.2670, -5.6900, 3.0194)  -1.215
C (-5.2198, -5.6284, 1.8807)  1.273
C (-4.9411, -7.1305, 1.4678)  -1.798
C (-5.8969, -4.9330, 0.7131)  -1.640
N (-3.9769, -4.9383, 2.1779)  0.559
O (-3.0521, -4.9229, 1.0805)  -0.087
H (-3.7904, -2.4305, 1.6209)  -0.081
H (-5.3990, -2.4664, 2.2308)  0.296
H (-3.9849, -1.6553, 3.1289)  0.478
H (-2.1226, -4.5123, 4.0903)  0.473
H (-1.6669, -3.3501, 3.0454)  -0.499
H (-2.5918, -2.7434, 4.4788)  0.560
H (-4.4890, -4.9450, 4.8919)  0.463
H (-4.6969, -3.1784, 5.0706)  0.445
H (-7.0468, -4.5890, 4.7361)  0.453
H (-6.7416, -3.5092, 3.4634)  0.286
H (-7.2944, -5.7622, 2.6624)  0.352
H (-6.0032, -6.5367, 3.6532)  0.409
H (-5.8696, -7.5462, 1.0767)  0.421
H (-4.3509, -7.6954, 2.1895)  0.414
H (-4.3307, -7.0256, 0.5708)  0.364
H (-5.1530, -4.9403, -0.0836)  0.402
H (-6.1527, -3.8931, 0.9162)  0.269
H (-6.8330, -5.4062, 0.4169)  0.399
H (-2.3174, -5.3961, 1.4777)  -0.011
C (4.7313, -1.0626, 3.2311)  -1.604
C (4.2464, 0.1929, 3.9362)  1.626
C (3.1886, -0.2502, 4.9156)  -2.036
C (5.3922, 0.9006, 4.8256)  -1.296
C (6.3300, 1.7496, 4.0383)  -0.764
C (5.4768, 2.6772, 3.2355)  -1.654
C (4.4563, 2.1073, 2.2581)  1.836
C (3.5976, 3.3232, 1.8805)  -1.793
C (5.1343, 1.4991, 0.9711)  -1.138
N (3.6181, 1.2129, 3.0766)  0.023
O (2.6240, 0.7122, 2.3654)  1.640
H (3.9706, -1.3632, 2.5106)  -0.012
H (5.6401, -0.8528, 2.6670)  0.271
H (5.0544, -1.8140, 3.9515)  0.564
H (3.6275, -0.8250, 5.7311)  0.508
H (2.8574, 0.6511, 5.4314)  0.393
H (2.3130, -0.7404, 4.4900)  0.203
H (5.0565, 1.6111, 5.5809)  0.303
H (6.0466, 0.1690, 5.2996)  0.461
H (7.1041, 2.2371, 4.6309)  0.419
H (6.7556, 0.9684, 3.4084)  0.297
H (6.1111, 3.3091, 2.6140)  0.519
H (5.0239, 3.3900, 3.9247)  0.430
H (4.2347, 4.0342, 1.3545)  0.648
H (3.1234, 3.8456, 2.7114)  0.163
H (2.7846, 3.0002, 1.2303)  -0.317
H (5.8004, 0.6805, 1.2435)  0.010
H (5.5973, 2.3259, 0.4324)  0.735
H (4.4372, 1.1063, 0.2310)  -0.075
H (1.9372, 1.2945, 2.6985)  -0.214
C (-4.7088, -1.5988, -1.1993)  0.017
O (-3.8579, -1.9043, -2.2726)  -0.498
C (-2.7015, -2.6413, -1.9816)  0.029
C (-1.5892, -2.5779, -3.0638)  0.215
C (-0.3200, -3.3921, -2.6975)  -0.191
N (-1.2312, -1.2459, -3.2056)  -0.293
H (-5.0294, -2.5964, -0.8990)  0.050
H (-5.5700, -1.0411, -1.5673)  0.285
H (-4.2359, -1.0396, -0.3921)  -0.086
H (-2.2553, -2.2333, -1.0747)  -0.568
H (-2.9725, -3.6721, -1.7536)  0.325
H (-2.0122, -2.8053, -4.0423)  0.633
H (0.2019, -2.8112, -1.9370)  -0.030
H (0.2507, -3.5368, -3.6148)  -0.655
H (-0.4901, -4.3375, -2.1823)  0.456
H (-2.1016, -0.7336, -3.2001)  0.309
H (-0.7390, -1.0038, -2.3575)  -0.168
C (7.8152, 0.3227, -0.7823)  -0.973
O (6.5917, 0.1969, -1.4107)  -0.227
C (6.6240, -0.1661, -2.7638)  -1.529
C (5.2124, -0.4757, -3.3008)  3.080
C (4.6727, -1.7722, -2.6081)  -1.651
N (5.2725, -0.6807, -4.7643)  -0.445
H (7.8600, -0.6437, -0.2802)  0.376
H (7.7670, 1.1258, -0.0469)  0.144
H (8.6405, 0.5108, -1.4690)  0.456
H (7.0996, 0.6379, -3.3255)  0.544
H (7.3566, -0.9396, -2.9941)  0.544
H (4.5241, 0.3411, -3.0836)  -1.588
H (5.4574, -2.5264, -2.6691)  0.445
H (3.8515, -2.2799, -3.1139)  0.238
H (4.3346, -1.6070, -1.5851)  0.271
H (4.6795, -1.4582, -5.0172)  -0.068
H (6.1927, -0.9724, -5.0616)  0.315
C (-6.1003, 2.4378, 10.3315)  -0.740
O (-5.2556, 1.6219, 9.6309)  -0.317
C (-5.1311, 1.9374, 8.2387)  -0.868
C (-3.9773, 1.0514, 7.5534)  0.642
C (-3.8500, 1.4142, 6.1009)  -1.435
N (-4.2883, -0.3557, 7.5770)  -0.676
H (-5.9558, 3.4848, 10.0649)  0.311
H (-5.9545, 2.2611, 11.3972)  0.239
H (-7.1360, 2.2230, 10.0681)  0.300
H (-6.0534, 2.0734, 7.6739)  0.363
H (-4.5711, 2.8681, 8.3306)  0.430
H (-3.0476, 1.1053, 8.1198)  0.262
H (-3.4923, 2.4339, 5.9580)  0.387
H (-4.7637, 1.3044, 5.5168)  0.434
H (-3.2026, 0.7384, 5.5422)  0.241
H (-5.0414, -0.6442, 6.9689)  0.179
H (-4.5574, -0.6522, 8.5042)  0.247
C (-5.8495, 1.3330, 1.8517)  -0.634
O (-5.2190, 1.4978, 0.5958)  -0.094
C (-5.1592, 2.8626, 0.1787)  -0.971
C (-4.4509, 2.9751, -1.2087)  0.470
C (-2.9960, 2.4873, -1.2617)  -0.047
N (-4.4590, 4.3275, -1.7022)  -0.681
H (-5.8995, 0.2484, 1.9474)  -0.162
H (-6.8634, 1.7281, 1.9150)  0.344
H (-5.1651, 1.7351, 2.5987)  0.436
H (-6.1803, 3.2332, 0.0891)  0.437
H (-4.7261, 3.4919, 0.9563)  0.325
H (-5.0867, 2.3576, -1.8432)  0.230
H (-2.3667, 2.9749, -0.5171)  -0.237
H (-2.4632, 2.6451, -2.1994)  0.298
H (-3.0403, 1.4628, -0.8923)  -0.247
H (-4.0797, 4.2675, -2.6364)  0.245
H (-5.4523, 4.5075, -1.7359)  0.298
C (-1.3321, -1.8710, -7.9692)  -0.787
O (0.0633, -1.9881, -7.6147)  -0.123
C (0.3752, -3.1199, -6.8774)  -0.625
C (1.8825, -3.0216, -6.3769)  0.362
C (2.4823, -4.3508, -5.8770)  -1.598
N (1.9776, -2.0736, -5.2635)  0.617
H (-1.4131, -0.8899, -8.4371)  0.233
H (-2.0132, -1.9075, -7.1189)  0.266
H (-1.5703, -2.6510, -8.6924)  0.345
H (-0.2031, -3.2912, -5.9695)  0.049
H (0.1198, -3.9738, -7.5049)  0.519
H (2.3994, -2.6141, -7.2457)  0.401
H (3.5671, -4.2587, -5.8232)  0.375
H (2.3513, -5.1816, -6.5703)  0.434
H (2.0716, -4.6148, -4.9025)  0.294
H (1.8994, -2.5210, -4.3614)  -0.628
H (1.1937, -1.4368, -5.2730)  -0.120
C (-1.4601, 4.7341, 1.5845)  -0.201
O (-0.8306, 4.9430, 2.8630)  -0.555
C (-0.5730, 3.7995, 3.6421)  0.473
C (0.0845, 4.2076, 4.9399)  0.338
C (0.7766, 2.9714, 5.6326)  -1.041
N (-0.8009, 4.9950, 5.7911)  -0.729
H (-1.7918, 5.7527, 1.3829)  0.253
H (-2.2565, 3.9955, 1.6756)  0.088
H (-0.6244, 4.4266, 0.9558)  0.082
H (-1.5023, 3.2798, 3.8754)  0.275
H (0.1019, 3.1201, 3.1215)  -0.406
H (0.9695, 4.8087, 4.7314)  0.295
H (1.0020, 3.2424, 6.6640)  0.462
H (1.6202, 2.4969, 5.1314)  -0.119
H (0.0177, 2.2066, 5.7981)  0.249
H (-0.2465, 5.1204, 6.6260)  0.264
H (-1.0020, 5.8445, 5.2832)  0.249
C (-0.6866, -8.2998, 0.7625)  -0.748
O (-0.1861, -6.9593, 0.7548)  -0.239
C (0.1148, -6.4587, 2.0393)  -0.878
C (0.8853, -5.1100, 1.9207)  0.446
C (1.3091, -4.5630, 3.2909)  -1.024
N (-0.0001, -4.1491, 1.2698)  0.403
H (-1.6500, -8.4740, 1.2416)  0.238
H (-0.0581, -9.0464, 1.2480)  0.325
H (-0.8272, -8.4500, -0.3079)  0.276
H (-0.8295, -6.2342, 2.5354)  0.173
H (0.7641, -7.1340, 2.5966)  0.535
H (1.8003, -5.3665, 1.3868)  0.417
H (1.7401, -5.2329, 4.0350)  0.469
H (0.4010, -4.2964, 3.8316)  0.173
H (2.1005, -3.8237, 3.1682)  0.049
H (-0.0423, -4.5404, 0.3397)  0.161
H (-0.9125, -4.1705, 1.7025)  -1.129
C (4.4881, 2.2745, -9.7955)  -0.789
O (3.5794, 1.4563, -9.0568)  -0.338
C (3.5469, 1.7193, -7.5656)  -1.031
C (2.6570, 0.7726, -6.7575)  1.102
C (1.2204, 0.8058, -7.1884)  -1.184
N (2.8696, 1.0787, -5.2850)  -0.132
H (5.4935, 2.1898, -9.3830)  0.313
H (4.2598, 3.3360, -9.6999)  0.299
H (4.6374, 1.9412, -10.8225)  0.269
H (4.6056, 1.6218, -7.3254)  0.544
H (3.3195, 2.7741, -7.4113)  0.404
H (3.0316, -0.2032, -7.0666)  -0.021
H (1.1391, 0.3443, -8.1725)  0.531
H (0.8958, 1.8463, -7.2001)  0.131
H (0.7742, 0.1868, -6.4100)  0.067
H (3.8599, 0.8838, -5.2466)  0.081
H (2.5462, 0.2300, -4.8431)  -0.253
C (1.9018, -0.2266, -1.0930)  1.314
O (0.5310, -0.5636, -0.7111)  0.427
C (-0.0638, 0.2707, 0.3197)  -0.447
C (-0.6552, -0.6289, 1.5056)  2.836
C (-1.3991, 0.2031, 2.4499)  -1.277
N (0.3317, -1.4218, 2.2465)  0.241
H (2.2278, -0.6605, -2.0383)  -0.571
H (2.3776, -0.7542, -0.2664)  0.122
H (2.0567, 0.8481, -1.1881)  -0.589
H (0.6483, 0.9326, 0.8126)  -0.703
H (-0.8160, 0.9324, -0.1096)  -0.097
H (-1.3904, -1.3850, 1.2300)  -0.988
H (-1.8579, -0.3797, 3.2486)  0.307
H (-2.1230, 0.7052, 1.8081)  0.126
H (-0.7339, 0.9853, 2.8156)  -0.416
H (1.2465, -1.0743, 1.9964)  -0.196
H (0.3023, -2.3521, 1.8545)  0.080



This record from OMol25 describes a molecular structure, C63H64As2BCl3N7O8SZr. The level of theory is ωB97M-V with the def2-TZVPD basis set.

Output
Kohn-Sham gap ... 6.389 eV
Molecular weight ... 1437.552 g mol⁻¹
Total energy ... -9745.8351 Eh
Net charge ... +3
Relative energy (zero: lowest compared OMol25 entry of this formula, charge and spin) ... 3.699 eV
E_LUMO ... -7.39 eV

Each line ends with the Mulliken charge.
Atoms and positions in Å:
Zr (0.2891, 0.0222, -0.3340)  -1.424
C (-1.9387, 3.3856, 5.2151)  -0.527
O (-2.5961, 3.8297, 4.0430)  -0.442
C (-2.4021, 3.2002, 2.9014)  0.686
C (-3.0515, 3.7396, 1.7616)  -1.649
C (-2.9266, 3.1261, 0.5566)  -0.722
C (-2.1397, 1.9504, 0.3720)  -0.017
C (-2.2451, 1.1919, -0.8226)  1.276
C (-3.2341, 1.5950, -1.8834)  -2.220
O (-1.5973, 0.1141, -1.0254)  0.608
C (-1.3657, 1.4965, 1.4985)  1.182
O (-0.4773, 0.5160, 1.4177)  0.850
C (-1.5766, 2.0912, 2.7409)  -0.238
H (-2.2517, 4.0624, 6.0065)  0.330
H (-0.8512, 3.4379, 5.0990)  0.235
H (-2.2341, 2.3634, 5.4569)  0.162
H (-3.6395, 4.6336, 1.8915)  0.575
H (-3.4268, 3.5539, -0.2963)  0.638
H (-4.2358, 1.6931, -1.4708)  0.672
H (-3.2406, 0.8460, -2.6741)  0.220
H (-2.9578, 2.5565, -2.3177)  0.535
H (-1.0286, 1.6728, 3.5721)  -0.055
C (2.7240, -0.4148, 2.4084)  -2.295
C (1.8454, -1.4814, 1.7646)  -0.137
As (0.0795, -1.9101, 2.5869)  2.385
C (-0.1785, -0.9875, 4.2989)  0.437
C (-1.4533, -0.5926, 4.6907)  0.026
C (-1.6584, -0.1023, 5.9730)  -0.898
C (-0.5910, 0.0302, 6.8464)  -0.774
C (0.6775, -0.3793, 6.4616)  -1.021
C (0.8825, -0.9201, 5.2031)  -0.305
C (0.1226, -3.7493, 3.2836)  0.714
C (-0.5311, -4.0128, 4.4891)  -0.582
C (-0.7286, -5.3169, 4.9098)  -1.028
C (-0.2923, -6.3724, 4.1266)  -0.572
C (0.3323, -6.1184, 2.9155)  -0.969
C (0.5346, -4.8156, 2.4882)  -0.278
As (1.8478, 1.2855, 3.0021)  1.423
C (1.9152, 2.3572, 1.3375)  0.008
C (2.9774, 2.2896, 0.2461)  0.082
C (3.1003, 3.4227, -0.6566)  -1.567
C (2.1419, 4.3677, -0.6960)  -0.791
C (1.1421, 4.4497, 0.3230)  -1.201
C (1.1203, 3.5802, 1.3518)  -1.051
C (3.4743, 1.9230, 3.9481)  0.817
C (4.7622, 1.8636, 3.4223)  -0.245
C (5.8565, 2.1968, 4.1998)  -0.925
C (5.6791, 2.5952, 5.5142)  -0.564
C (4.4025, 2.6945, 6.0401)  -0.860
C (3.3067, 2.3599, 5.2640)  -0.577
H (3.5252, -0.1665, 1.7022)  0.770
H (3.2166, -0.8256, 3.2970)  0.919
H (2.3756, -2.4502, 1.7442)  1.080
H (1.6197, -1.1895, 0.7297)  -0.159
H (-2.2821, -0.6732, 3.9932)  0.261
H (-2.6551, 0.1575, 6.2977)  0.632
H (-0.7508, 0.4234, 7.8381)  0.473
H (1.5037, -0.3073, 7.1502)  0.518
H (1.8536, -1.3236, 4.9304)  0.503
H (-0.8896, -3.1975, 5.1096)  0.347
H (-1.2361, -5.5059, 5.8432)  0.482
H (-0.4576, -7.3905, 4.4455)  0.443
H (0.6519, -6.9395, 2.2930)  0.449
H (0.9984, -4.6264, 1.5231)  0.350
H (3.8845, 1.7082, 0.4099)  0.636
H (3.9776, 3.4689, -1.2856)  0.611
H (2.1960, 5.1681, -1.4148)  0.624
H (0.4947, 5.3121, 0.3239)  0.565
H (0.5150, 3.7591, 2.2334)  0.686
H (4.9343, 1.5593, 2.3962)  0.165
H (6.8515, 2.1376, 3.7844)  0.445
H (6.5372, 2.8256, 6.1244)  0.421
H (4.2672, 3.0225, 7.0575)  0.440
H (2.2985, 2.4262, 5.6680)  0.300
O (0.7769, 1.8146, -0.7575)  0.028
N (1.7670, 1.4727, 0.1867)  1.183
Cl (3.9133, 6.0022, -6.0236)  -0.196
C (3.6157, 4.3154, -6.1203)  -0.075
C (3.2841, 3.5985, -4.9797)  -1.545
C (3.0397, 2.2425, -5.0724)  1.052
C (3.1240, 1.5537, -6.2800)  -0.560
C (2.8653, 0.0713, -6.4132)  0.126
C (1.3484, -0.2652, -6.2729)  -1.639
N (0.8069, 0.0532, -4.9793)  0.488
C (0.2027, 1.2260, -4.6452)  -1.427
C (-0.0240, 1.1797, -3.3008)  -0.247
N (0.4375, -0.0124, -2.7961)  0.909
C (0.9234, -0.6616, -3.8472)  -0.976
O (3.6212, -0.8449, -5.6348)  -0.467
C (4.2391, -0.5007, -4.4241)  0.208
C (5.3471, 0.5186, -4.4504)  -0.814
C (6.1659, 0.8191, -5.5037)  0.808
Cl (6.1179, 0.1687, -7.0810)  -0.135
S (7.3567, 2.0100, -5.0933)  -0.152
C (6.7646, 2.0850, -3.4879)  -0.506
C (5.7113, 1.2527, -3.2917)  -0.427
C (3.4399, 2.3036, -7.4214)  0.673
Cl (3.5061, 1.5765, -8.9871)  -0.194
C (3.6862, 3.6654, -7.3435)  -0.618
H (3.2074, 4.1012, -4.0299)  0.598
H (2.7675, 1.7327, -4.1625)  0.146
H (3.1090, -0.2054, -7.4472)  0.898
H (1.2310, -1.3348, -6.4634)  0.402
H (0.8046, 0.3060, -7.0262)  0.453
H (-0.0162, 1.9827, -5.3699)  0.450
H (-0.4300, 1.9456, -2.6650)  0.458
H (1.3649, -1.6417, -3.8189)  0.539
H (4.6575, -1.4607, -4.0910)  0.633
H (3.4896, -0.1747, -3.6788)  -0.293
H (7.2370, 2.7310, -2.7747)  0.437
H (5.2090, 1.1505, -2.3444)  0.546
H (3.9259, 4.2174, -8.2379)  0.516
N (-2.0158, -2.7537, -3.8529)  -0.222
C (-1.3350, -3.8195, -3.4086)  0.497
N (-1.3473, -4.9492, -4.1024)  -0.376
N (-0.6094, -3.7692, -2.3075)  -0.857
C (-0.3208, -2.8606, -1.4995)  0.680
N (0.0935, -2.1626, -0.6489)  -0.151
H (-2.6082, -2.8119, -4.6653)  0.231
H (-2.0297, -1.9078, -3.3055)  -0.004
H (-1.8977, -5.0493, -4.9396)  0.215
H (-0.8204, -5.7490, -3.7897)  0.244
C (-7.9170, -2.4983, -1.0135)  -1.627
C (-7.3774, -2.0031, 0.3350)  1.815
C (-7.6093, -0.4948, 0.4405)  -1.974
C (-8.1480, -2.6917, 1.4718)  -1.612
C (-5.9084, -2.3678, 0.4472)  0.021
C (-5.5583, -3.7219, 0.4195)  0.025
C (-4.2728, -4.1846, 0.6217)  -2.523
C (-3.3039, -3.2293, 0.8569)  0.305
O (-1.9950, -3.3600, 1.2627)  -0.688
B (-1.5563, -2.0926, 1.4831)  0.164
O (-2.4936, -1.1495, 1.1904)  0.466
C (-3.6221, -1.8717, 0.8306)  0.406
C (-4.9085, -1.4155, 0.6307)  -0.686
H (-8.9882, -2.3225, -1.0632)  0.452
H (-7.7422, -3.5632, -1.1386)  0.363
H (-7.4361, -1.9684, -1.8336)  0.359
H (-8.6696, -0.2846, 0.3235)  0.452
H (-7.0765, 0.0446, -0.3415)  0.383
H (-7.3031, -0.1223, 1.4164)  0.383
H (-9.1761, -2.3421, 1.4684)  0.471
H (-7.7074, -2.4572, 2.4373)  0.345
H (-8.1585, -3.7695, 1.3494)  0.352
H (-6.3364, -4.4502, 0.2714)  0.558
H (-4.0563, -5.2378, 0.6445)  0.590
H (-5.1170, -0.3617, 0.6746)  0.790
O (2.6668, -0.6208, -1.1603)  -0.273
H (3.2382, -1.3932, -1.2880)  0.295
H (3.0366, 0.0747, -1.7325)  -0.034